FH4N2P3 in the gas phase in a non-equilibrium geometry, computed with ωB97M-V/def2-TZVPD.

Summary:
Electronic energy ... -33628.2942 eV
Structure (SMILES) ... FPN/P=N/P
LUMO level ... 0.0017 Eh
Total charge ... 0
HOMO-LUMO gap ... 8.61 eV
Energy relative to the best compared isomer or geometry (same formula, charge and spin) ... 0.431 eV
HOMO level ... -8.566 eV

```
10
Properties=species:S:1:pos:R:3:forces:R:3:lowdin_charge:R:1
F -2.634 -1.779 -1.332 -0.4 1.1 0.3 -0.44
P -2.593 -0.124 -1.325 2.7 -1.6 2.0 0.84
N -1.062 0.074 -0.165 -2.0 -0.5 -5.4 -0.51
P 0.515 0.375 -0.714 -0.4 0.0 1.8 0.67
N 1.159 0.758 0.654 -0.7 0.5 -2.0 -0.76
P 2.705 0.822 1.361 -0.5 -0.3 -0.7 0.62
H -1.867 -0.205 -2.536 0.3 0.7 0.0 -0.10
H -1.257 0.265 0.762 -0.5 0.6 2.3 -0.04
H 2.030 0.285 2.429 0.7 -0.4 1.6 -0.14
H 3.004 -0.472 0.865 0.8 0.0 0.2 -0.13
```
Forces are in eV/Å.